(1)
Molecular formula: C4H8N3
Method: DFT, ωB97M-V/def2-TZVPD

Structure (ORCA input):
```
! RIJCOSX wB97M-V def2-TZVPD def2/J DEFGRID3
* xyz 1 1
C 2.43 -0.55 0.34
C 0.41 0.13 -0.27
C -0.41 1.12 0.87
C -0.64 -0.30 -1.37
N 2.54 0.65 -0.29
N 1.43 1.03 -0.70
N 1.10 -0.90 0.44
H 3.25 -1.09 0.83
H -1.27 0.54 1.15
H -0.81 1.87 0.30
H 0.02 1.17 1.92
H -1.47 -0.58 -0.79
H -0.04 -1.11 -1.67
H -0.67 0.53 -2.00
H 0.47 -1.51 0.85
*
```

The SMILES is CC1(C)N=NC=[NH+]1. The highest occupied orbital energy is -15.496 eV. The calculation puts the HOMO-LUMO gap at 8.9 eV.

=====

(2)
Molecular formula: C4H8N3
Method: DFT, ωB97M-V/def2-TZVPD

Structure (ORCA input):
```
! RIJCOSX wB97M-V def2-TZVPD def2/J DEFGRID3
* xyz 1 1
C -1.65 -0.66 0.54
C 0.68 1.48 -1.10
C 0.58 -0.64 0.99
C 0.34 -0.53 -0.50
N 1.86 1.67 -1.24
N -0.78 -0.58 1.51
N -1.06 -0.71 -0.64
H -2.72 -0.68 0.68
H -0.28 1.96 -1.15
H 1.06 -1.59 1.27
H 1.20 0.17 1.39
H 0.97 -1.07 -1.19
H 2.33 2.53 -1.53
H -0.99 -0.57 2.50
H -1.53 -0.76 -1.53
*
```

The highest occupied orbital energy is -12.185 eV. The calculation puts the HOMO-LUMO gap at 8.7 eV.

=====

Bottom line: (2), by a margin of 155.4 kJ/mol.

=====

(1)
Molecular formula: C7H10N2OS
Method: DFT, ωB97M-V/def2-TZVPD

Structure (ORCA input):
```
! RIJCOSX wB97M-V def2-TZVPD def2/J DEFGRID3
* xyz 0 1
C -1.76 -0.98 0.93
C -0.92 -1.63 0.15
C 0.61 0.49 0.95
C -0.05 -2.24 -0.85
C 1.23 -1.42 -1.04
C 1.12 -0.02 -1.45
C -0.88 2.35 1.64
N -1.66 0.26 1.47
N -0.51 1.02 1.29
O 1.40 2.47 -0.86
S 1.76 1.21 -0.21
H -2.82 -1.27 0.94
H 0.29 -3.25 -0.74
H -0.51 -2.42 -1.81
H 1.73 -1.37 -0.07
H 1.83 -2.09 -1.61
H 1.77 0.24 -2.33
H 0.21 0.56 -1.70
H 0.09 2.86 1.39
H -1.79 2.79 1.19
H -1.15 2.45 2.72
*
```

The highest occupied orbital energy (alpha / beta) is -7.686 / -7.696 eV. The calculation puts the HOMO-LUMO gap (alpha / beta) at 6.4 / 6.9 eV.

=====

(2)
Molecular formula: C7H10N2OS
Method: DFT, ωB97M-V/def2-TZVPD

Structure (ORCA input):
```
! RIJCOSX wB97M-V def2-TZVPD def2/J DEFGRID3
* xyz 0 1
C 1.05 -0.01 2.07
C 1.01 -1.13 1.31
C -0.40 1.46 -0.19
C 0.62 -2.09 0.50
C 1.07 -2.06 -0.96
C 0.58 -0.79 -1.61
C -1.86 2.06 1.69
N 0.06 0.91 2.06
N -0.71 1.30 1.05
O 1.40 1.90 -1.90
S 1.23 0.76 -0.70
H 1.81 -0.04 2.77
H -0.08 -2.89 0.82
H 0.54 2.31 -1.96
H 2.26 -2.07 -1.19
H 0.81 -2.90 -1.58
H 0.96 -0.64 -2.52
H -0.47 -0.70 -1.40
H -1.80 2.17 2.76
H -2.04 2.97 1.20
H -2.67 1.49 1.42
*
```

The highest occupied orbital energy (alpha / beta) is -6.794 / -6.795 eV. The calculation puts the HOMO-LUMO gap (alpha / beta) at 7.1 / 7.1 eV.

=====

Bottom line: (2), by a margin of 54.8 kJ/mol.